Entry from OMol25: a structure of composition C44H62Ge2N5PS2SbSeV (wB97M-V/def2-TZVPD).

Geometry as XYZ:
```
119
Properties=species:S:1:pos:R:3:forces:R:3
V -1.544447 0.045606 2.428638 0.5 0.2 0.7
S -0.483444 -0.816220 4.463986 -0.3 -0.3 0.3
C -2.065112 -1.326682 4.914843 -1.3 -0.7 0.6
S -3.389059 -0.758733 3.929054 0.3 0.3 -0.6
C -2.430907 -2.193903 5.969955 2.5 0.7 -0.5
C -3.745879 -2.499172 6.283260 -0.7 0.1 0.1
N -4.827415 -2.722940 6.597150 -0.7 -0.3 0.2
C -1.421257 -2.767758 6.812679 -0.8 0.7 -1.0
N -0.564692 -3.204133 7.432792 0.8 -0.5 0.8
Se 0.629982 0.404207 0.863837 0.6 0.1 0.3
C 1.491177 -0.430902 -2.991119 2.4 -0.3 0.4
C 0.131837 -0.708207 -3.511712 -0.7 0.8 -0.4
C 0.194090 -0.930841 -5.034355 0.0 0.5 0.0
C -0.640793 0.580077 -3.159604 -1.4 -0.6 -1.0
Sb -0.727091 -2.193842 -2.064975 -0.6 -0.2 -0.5
C 0.742314 -3.880213 -2.144358 -0.4 0.1 -0.4
C 1.659315 -3.525946 -0.977197 1.0 0.4 -0.3
C 1.455180 -4.000096 -3.484824 1.6 1.3 1.3
C 0.102750 -5.202467 -1.826320 -0.2 -0.9 0.2
C -2.607707 -3.003224 -3.097266 0.6 0.1 0.0
C -2.344494 -3.763230 -4.400844 -0.7 0.1 0.3
C -3.205504 -3.952909 -2.058486 -0.4 0.4 -0.7
C -3.567105 -1.849137 -3.396163 -0.6 0.1 0.3
H 2.095342 0.346129 -3.528148 -0.9 -0.1 0.0
H 2.137477 -1.311149 -3.086164 0.0 0.1 0.2
H 1.500778 -0.130881 -1.931997 -0.1 -0.2 -0.2
H 0.594828 -0.001118 -5.502898 -0.2 -0.4 0.3
H -0.794058 -1.079987 -5.485229 0.1 -0.2 0.1
H 0.885403 -1.731483 -5.328072 -0.3 0.0 0.2
H -0.240433 1.475120 -3.613211 0.6 0.2 -0.5
H -0.546549 0.747018 -2.097059 -0.5 0.0 0.5
H -1.695537 0.549390 -3.543393 0.6 0.0 0.8
H 2.107301 -2.507062 -1.035298 -0.1 -0.7 -0.2
H 2.477092 -4.277490 -0.906619 -0.3 0.4 0.0
H 1.136954 -3.512832 -0.029514 -0.3 -0.2 0.2
H 2.012631 -3.075819 -3.600531 -0.1 0.3 -0.6
H 0.819435 -4.143744 -4.311028 -0.9 -0.2 -1.0
H 2.275095 -4.720813 -3.522765 -0.2 -0.6 0.4
H -0.482370 -5.102073 -0.883177 0.2 -0.6 -0.7
H 0.919641 -5.946916 -1.693634 -0.3 0.3 0.4
H -0.456890 -5.647371 -2.676963 -0.2 0.5 0.6
H -1.882767 -4.720359 -4.142270 -0.1 0.0 -0.4
H -1.695642 -3.200489 -5.068445 0.0 -0.1 -0.2
H -3.342128 -3.912263 -4.910086 1.0 -0.2 0.3
H -2.580777 -4.793514 -1.844801 0.4 -0.7 -0.2
H -4.188349 -4.297846 -2.390193 -0.1 -0.2 -0.1
H -3.350443 -3.490782 -1.110341 -0.2 0.7 0.8
H -3.072308 -1.069825 -4.002169 -0.4 -0.4 0.0
H -3.921200 -1.367607 -2.471315 0.3 -0.1 -0.2
H -4.521498 -2.219161 -3.888642 1.1 0.3 0.2
N -4.100573 5.815223 -6.065964 -0.1 0.7 -1.1
C -4.023998 5.000056 -5.272412 -0.1 -0.3 0.5
C -3.918215 4.112497 -4.166265 0.8 0.1 0.5
C -2.610818 3.995379 -3.592600 -2.8 -0.3 0.7
C -2.547703 3.272875 -2.398643 0.5 -0.2 -1.7
C -3.648672 2.521142 -2.015761 0.1 0.3 1.4
C -4.904093 2.698039 -2.536496 -0.6 0.5 -1.2
C -5.084916 3.546139 -3.633710 0.9 -0.3 -0.5
N -3.554486 1.603354 -0.931503 -0.7 -0.5 0.2
C -4.435972 0.548689 -0.707219 1.0 -0.9 0.4
C -3.892667 -0.223346 0.293939 -0.9 1.2 -0.4
N -2.786286 0.410755 0.747800 0.9 1.0 0.1
C -2.610965 1.500522 0.025375 1.1 0.3 0.0
H -1.843032 4.549282 -4.097262 0.6 -0.1 0.3
H -1.613778 3.127619 -1.911999 0.6 -0.1 0.4
H -5.688577 2.131903 -2.085169 -0.6 0.1 0.0
H -6.007481 3.737286 -4.215836 0.4 -0.3 1.0
H -5.267923 0.341105 -1.320831 -0.6 -0.1 -0.5
H -4.279052 -1.071656 0.828873 -0.1 -0.2 -0.2
H -1.812217 2.259277 0.172968 -0.6 -1.0 -0.2
C -1.791864 2.621394 5.112310 -1.1 0.0 0.1
P -1.787000 2.424682 3.289677 -1.0 -0.6 0.9
C -3.473169 3.143546 3.042152 1.0 0.1 0.6
C -0.580183 3.668787 2.753728 0.3 0.2 2.3
H -1.951694 3.680388 5.403593 0.2 -0.5 -0.2
H -0.865208 2.250284 5.452489 1.3 -0.2 0.7
H -2.545952 1.979854 5.625818 0.3 0.4 -0.7
H -3.642776 4.060605 3.624874 0.1 0.0 -0.5
H -4.145584 2.401905 3.418396 -0.4 -0.6 0.3
H -3.647108 3.206046 1.997908 -0.4 0.6 -1.0
H -0.561805 4.498930 3.535924 0.1 -0.7 -1.4
H -0.893958 3.928056 1.785319 -0.3 1.0 -1.3
H 0.405454 3.203298 2.636891 -0.2 0.1 0.2
C 5.227509 0.338788 4.537599 0.5 -1.2 -0.6
Ge 3.281868 0.202936 4.002045 0.5 -0.3 0.1
C 2.293712 1.393855 5.194318 0.5 1.0 -0.7
C 2.739542 -1.658203 4.261806 0.2 -0.4 1.5
Ge 2.868683 0.712432 1.710255 -0.2 0.5 -1.0
C 3.463576 2.561172 1.165376 -0.1 -1.0 1.1
C 4.483913 3.261385 1.785552 0.5 -0.2 0.7
C 4.893894 4.519423 1.398084 -0.5 0.2 -2.0
C 4.222530 5.127423 0.307298 0.1 -0.6 0.3
C 3.151495 4.442135 -0.282828 0.5 0.9 0.5
C 2.795893 3.187432 0.157941 -0.3 0.2 -0.6
C 3.963663 -0.497581 0.587868 0.0 0.4 -0.8
C 4.457125 -1.683515 1.114104 0.2 0.0 -0.8
C 4.933319 -2.726108 0.320667 -0.5 0.5 -0.7
C 4.949905 -2.532469 -1.050379 0.1 -0.2 -0.2
C 4.541319 -1.300906 -1.589901 0.9 -0.5 -1.9
C 4.084473 -0.267089 -0.815630 -0.4 -0.6 1.8
H 5.515262 1.373337 4.506052 0.2 0.6 0.4
H 5.959725 -0.169132 3.859134 -0.9 0.3 0.0
H 5.499974 -0.161774 5.491079 -0.7 0.7 -0.1
H 2.636592 1.015065 6.133780 -0.4 -0.1 1.0
H 1.211290 1.398826 5.048019 0.2 -0.4 0.2
H 2.643252 2.446430 5.130698 0.0 -0.6 -0.1
H 1.816092 -1.677490 4.887335 0.8 -0.2 -0.6
H 3.549965 -2.169202 4.835377 -0.5 0.3 -0.3
H 2.596689 -2.236418 3.359688 -0.3 0.1 -0.3
H 5.029154 2.831281 2.609662 0.1 -0.4 0.2
H 5.835176 4.886241 1.763465 0.0 0.5 0.4
H 4.545114 6.073030 -0.122278 0.0 -0.1 0.3
H 2.548144 4.916377 -1.037314 0.1 0.1 -0.4
H 1.990167 2.653990 -0.287928 -0.7 -0.2 -0.5
H 4.533432 -1.811987 2.156174 -0.4 -0.1 1.2
H 5.155396 -3.693299 0.744548 0.3 0.0 0.1
H 5.285268 -3.356855 -1.698373 -0.2 0.6 0.2
H 4.625740 -1.174975 -2.701914 -0.1 -0.1 1.1
H 3.750655 0.675126 -1.222753 0.0 0.0 -0.2
```
Forces are in eV/Å.

Spin multiplicity: 4
Net charge: -1

These are the Mulliken partial charges, in e, on atoms 1 to 5: V 0.373; S -0.247; C 0.547; S -0.596; C 0.222

***

Entry from OMol25: a cluster of 7 separate species, C44H63F7N2O27S8 in total (wB97M-V/def2-TZVPD).

Geometry as XYZ:
```
151
Properties=species:S:1:pos:R:3:forces:R:3
C -1.282653 1.733665 2.915375 0.9 1.0 -0.2
C -0.582232 3.140834 2.568431 0.1 -0.5 0.8
C 0.909206 2.961210 2.010949 -0.2 1.2 -0.2
C 1.046370 3.241252 0.446410 0.7 -0.6 0.3
C 0.872610 1.949445 -0.461456 -1.3 0.5 -0.3
C 1.359173 2.156891 -1.966819 0.5 0.3 0.8
C 2.917043 1.905696 -2.180858 0.2 -0.7 -0.6
C 3.209870 0.802854 -3.310811 -0.2 -0.9 1.2
C 2.889633 -0.618736 -2.657094 0.6 -0.2 -0.9
C 3.618972 -1.845764 -3.414065 -1.2 0.6 0.2
C 2.621056 -2.382447 -4.498283 -0.4 -0.6 -1.6
C 2.727546 -1.845356 -5.883333 -1.9 -1.6 0.0
C 1.819216 -2.300436 -6.978448 -0.4 -1.5 2.9
C 0.806018 -3.353529 -6.673242 1.8 1.3 2.1
C 0.693476 -3.899386 -5.271362 1.7 2.0 -1.6
C 1.579958 -3.406526 -4.182567 -0.6 0.6 -2.7
S 1.294322 -4.130247 -2.510110 -0.9 0.3 -0.9
C -0.541967 -4.332881 -2.516536 -1.5 -0.2 -1.1
C -1.125566 -4.700385 -3.859862 -2.0 0.1 2.0
C -2.622829 -4.857001 -4.022186 2.1 0.9 3.8
N -3.144196 -5.181663 -5.350944 -0.2 2.9 1.1
C -3.106136 -4.136375 -6.058857 1.6 -2.5 -1.0
O -2.858681 -3.405183 -6.928228 -1.0 0.2 1.0
C -3.479014 -4.650530 -2.799690 1.4 -0.4 -0.8
C -5.052193 -4.798599 -3.035770 1.3 1.1 0.9
C -2.896948 -4.322887 -1.447149 0.9 -0.6 -1.2
C -3.877977 -4.135061 -0.238930 -0.4 1.0 -0.3
C -4.063307 -2.543183 -0.049522 -0.7 -0.3 -0.6
C -5.153890 -2.166301 1.049399 -0.1 -0.1 -1.0
C -6.146474 -1.070224 0.468911 0.0 0.7 0.7
C -5.406290 0.201016 -0.170039 0.2 -1.1 -1.1
C -1.399993 -4.150280 -1.280374 -1.4 -0.2 -3.6
S -0.593122 -3.766069 0.297380 1.0 -4.5 2.6
O 0.533832 -4.714487 0.470048 -0.9 2.2 -1.6
O -1.451363 -3.899727 1.477152 -0.1 1.5 -2.0
C 0.133525 -2.037919 0.384281 -1.9 2.1 -0.7
F 0.529993 -1.546207 -0.854467 -0.2 -1.0 2.4
F -0.942985 -1.211794 0.782130 1.8 -1.4 -0.6
C 1.238304 -1.898079 1.526232 -0.4 1.1 1.6
F 1.041716 -0.625540 2.102319 0.5 -2.1 -1.0
F 1.056416 -2.791873 2.584580 0.3 1.4 -2.4
C 2.752183 -1.919525 1.024337 1.4 -0.9 1.4
F 2.991113 -2.709846 -0.065722 -0.5 1.9 1.7
F 3.508585 -2.474526 2.074789 -1.2 1.1 -1.8
F 3.193034 -0.617134 0.896298 -0.9 -2.6 -1.0
N -0.327680 -4.926297 -5.065580 0.6 0.6 1.7
H -0.747675 1.350697 3.842536 -0.7 0.1 -1.2
H -2.381353 1.852858 3.145449 1.2 -0.2 -0.4
H -1.094070 1.061002 2.026492 -0.5 0.5 1.2
H -1.221566 3.780302 1.888295 0.9 -0.9 0.7
H -0.492276 3.701997 3.549943 -0.2 -0.5 -1.1
H 1.534552 3.760840 2.527741 -0.7 -1.0 -0.6
H 1.370550 1.969959 2.293131 -0.6 0.9 -0.3
H 2.087234 3.648136 0.268829 -1.0 -0.3 0.1
H 0.327184 4.075618 0.178016 0.8 -1.2 0.1
H 1.315816 1.025601 0.014745 -0.1 1.1 -0.5
H -0.249981 1.752865 -0.526461 1.4 0.1 0.2
H 0.769163 1.438256 -2.606028 0.6 1.0 0.4
H 1.163842 3.248541 -2.229916 -0.2 -1.5 0.1
H 3.488239 2.833646 -2.472035 -0.8 -0.8 0.5
H 3.346672 1.482541 -1.212739 -0.3 0.8 -1.2
H 4.308705 0.778605 -3.606292 -1.4 0.3 0.2
H 2.526521 0.907609 -4.209932 1.0 0.2 0.9
H 3.268432 -0.636815 -1.597230 -0.7 0.2 -1.0
H 1.781995 -0.801871 -2.751341 1.1 0.2 0.6
H 3.828094 -2.643011 -2.639844 -0.1 0.8 -1.0
H 4.587539 -1.445688 -3.858358 -1.2 -0.8 0.4
H 3.485959 -1.047988 -6.139902 -1.3 -1.8 1.0
H 1.885082 -1.866750 -8.014373 0.0 -0.5 1.4
H 0.118504 -3.701976 -7.486841 0.7 0.2 1.1
H -5.471690 -3.753704 -2.850217 0.2 -1.4 -0.2
H -5.455091 -5.502034 -2.254767 0.2 0.6 -1.1
H -5.278577 -5.097443 -4.095344 0.3 0.1 1.3
H -3.568585 -4.653846 0.710174 0.0 0.7 -1.1
H -4.926707 -4.513391 -0.473708 1.5 0.3 0.0
H -4.484005 -2.188367 -1.052075 0.7 -0.4 1.1
H -3.077208 -2.013915 0.072652 -1.0 -0.6 0.1
H -4.661176 -1.785127 1.991077 -0.6 -0.6 -0.9
H -5.763373 -3.113039 1.229779 0.8 1.3 0.2
H -6.796324 -0.683710 1.314614 0.6 -0.6 -0.9
H -6.851955 -1.533905 -0.294189 0.9 0.5 0.9
H -5.935191 1.176256 0.017303 0.7 -1.1 0.0
H -4.302021 0.232465 0.107572 -1.5 0.2 0.0
H -5.409363 0.025430 -1.298419 0.1 0.5 1.3
H 0.113923 -5.860561 -5.011330 -0.3 0.6 0.0
C -1.955063 -3.769730 4.808978 0.2 0.6 -0.2
C -2.197679 -3.189125 6.188989 0.5 -0.3 0.1
O -3.620157 -3.179818 6.339170 -0.4 -0.3 -0.7
S -4.244399 -4.434879 5.532680 0.6 0.3 0.0
O -4.467339 -5.496334 6.457725 -0.2 0.2 -0.4
O -5.259537 -3.949054 4.661099 0.1 -0.3 0.4
O -2.937420 -4.798235 4.655132 -0.5 0.0 0.7
H -2.121001 -3.021402 4.029878 0.1 0.0 0.0
H -0.952075 -4.182120 4.705756 -0.2 -0.2 -0.1
H -1.792938 -2.185863 6.295111 -0.3 0.0 0.0
H -1.779673 -3.832772 6.967452 0.1 0.1 0.0
C -1.376507 -3.756176 10.613823 0.0 -0.6 -0.2
C 0.111415 -3.887108 10.884861 -0.1 0.0 0.6
O 0.739585 -3.085143 9.882645 -0.6 0.3 -0.5
S -0.221205 -1.833047 9.527669 0.0 -0.3 0.5
O 0.223132 -0.702350 10.266893 -0.2 -0.2 -0.5
O -0.416013 -1.803325 8.117306 0.3 0.2 0.4
O -1.567955 -2.394778 10.223792 0.7 0.3 0.0
H -1.685116 -4.395658 9.782420 0.0 0.0 0.1
H -1.978157 -3.989171 11.491543 0.0 0.3 -0.1
H 0.456022 -4.918339 10.824624 0.1 0.1 -0.2
H 0.373572 -3.473212 11.862433 0.0 -0.1 0.0
C -2.523591 6.059919 -2.767122 -0.1 -0.3 -0.5
C -3.968352 5.913510 -2.316945 0.0 0.6 0.1
O -4.001395 4.689185 -1.581469 0.6 -0.2 -0.1
S -2.578192 4.479188 -0.842854 0.1 0.3 -0.9
O -2.708528 4.923615 0.502378 0.0 -0.8 -0.2
O -2.078281 3.191058 -1.184565 -0.3 0.2 0.4
O -1.738044 5.591560 -1.673530 -1.4 -4.9 -3.4
H -2.315995 5.426799 -3.634502 -0.1 0.1 -0.1
H -2.265707 7.092956 -3.002679 0.1 0.0 0.3
H -4.663332 5.876407 -3.154708 0.0 -0.3 0.1
H -4.256532 6.723718 -1.641609 0.0 0.0 -0.1
C 5.152034 0.397732 2.711603 0.3 -0.5 0.1
C 5.338604 0.167150 4.199824 -0.6 0.0 0.1
O 6.426729 1.016323 4.570397 0.3 0.3 -0.6
S 6.402435 2.342474 3.643049 -0.3 -0.4 0.0
O 5.753013 3.383241 4.365310 0.4 -0.1 -0.3
O 7.688020 2.501357 3.053940 -0.3 0.1 0.4
O 5.379479 1.795584 2.516351 0.2 0.3 0.7
H 5.896520 -0.153375 2.129976 0.0 0.0 0.0
H 4.160541 0.125344 2.377511 0.1 0.4 0.2
H 5.563622 -0.872169 4.434804 0.2 0.2 0.0
H 4.455878 0.483633 4.762606 0.0 -0.1 -0.1
C 5.710209 1.587202 -9.301164 -0.2 0.5 -0.4
C 5.970004 2.541562 -8.149837 0.6 -0.1 0.0
O 4.931643 2.270609 -7.206529 -0.5 -0.6 -0.3
S 4.539386 0.704498 -7.286418 0.6 0.9 -0.6
O 5.234633 0.016850 -6.250302 -0.3 0.1 -0.3
O 3.133366 0.604728 -7.472503 0.4 0.1 0.2
O 5.270923 0.372785 -8.689244 0.0 0.1 0.7
H 4.907085 1.953968 -9.945699 0.1 0.0 0.0
H 6.602750 1.410791 -9.900413 -0.1 -0.2 0.1
H 5.945266 3.584943 -8.460420 -0.2 -0.1 0.2
H 6.928361 2.328797 -7.668191 0.0 0.0 -0.1
C -0.120605 9.739396 0.578881 -0.4 0.4 0.0
C -0.430290 9.248731 1.982185 0.6 0.1 0.2
O -1.112541 8.008640 1.797377 0.1 0.0 -0.6
S -0.545063 7.283473 0.461647 0.1 0.5 0.7
O 0.439530 6.324370 0.851836 -0.6 0.5 -0.5
O -1.643225 6.950071 -0.371123 1.3 4.8 4.0
O 0.221227 8.567224 -0.163067 0.0 -0.5 0.4
H -1.001249 10.191729 0.114752 0.0 0.0 0.1
H 0.702894 10.452694 0.563853 0.1 -0.2 -0.1
H -1.049957 9.948898 2.540680 -0.1 -0.2 -0.1
H 0.487750 9.049532 2.542227 0.0 0.1 0.0
```
Forces are in eV/Å.

Net charge: 0

These are the Mulliken partial charges, in e, on atoms 1 to 5: C -0.777; C -0.044; C -0.379; C -0.102; C 0.992

***

Number 1: calculated total energy -295649.58294 eV. Number 2: calculated total energy -210601.58273 eV.